{"formula": "C4H13N2O", "method": "ωB97M-V with the def2-TZVPD basis set", "elements": ["C", "C", "C", "N", "C", "N", "H", "H", "H", "H", "H", "H", "H", "H", "H", "H", "H", "H", "H", "O"], "positions_angstrom": [[-1.0235, -2.4437, -0.3710], [-0.1088, -1.9442, -1.4969], [1.2789, -1.5638, -0.9112], [1.1734, -0.6012, 0.2157], [0.6071, 0.5478, 0.0650], [0.5714, 1.5656, 0.9284], [-0.3274, -2.8317, 0.3733], [-1.6347, -3.2865, -0.6811], [-1.6871, -1.6734, -0.0077], [-0.4092, -1.2377, -2.2875], [0.0851, -2.9059, -2.0026], [1.7703, -1.1578, -1.8542], [1.8987, -2.3894, -0.5515], [1.7426, -0.8850, 0.9981], [0.2928, 0.8003, -0.9339], [-0.2428, 2.1613, 1.0194], [1.3814, 1.6656, 1.5256], [-2.3554, 3.4014, 1.9489], [-2.0201, 4.6485, 1.3059], [-1.8893, 3.6968, 1.1510]], "orbital_gap_ev": 11.0, "e_above_lowest_kj_mol": 177.0, "energy_ev": -9379.749, "total_charge": 1}

{"formula": "C4H13N2O", "method": "ωB97M-V with the def2-TZVPD basis set", "elements": ["C", "C", "C", "C", "N", "N", "H", "H", "H", "H", "H", "H", "H", "H", "H", "H", "H", "H", "H", "O"], "positions_angstrom": [[-2.3949, -1.4604, 1.0522], [-1.9497, -0.6887, -0.1432], [-0.5848, -0.0816, 0.1336], [-0.3550, 1.2902, 0.1607], [0.8559, 1.8777, 0.6197], [0.3515, -0.9655, 0.4057], [-3.3056, -2.0172, 0.7916], [-2.6197, -0.7130, 1.8099], [-1.5951, -2.1231, 1.3783], [-1.8499, -1.3694, -0.8449], [-2.8263, 0.0651, -0.2842], [-0.9476, 2.1768, -0.0771], [0.8014, 2.2027, 1.5903], [1.4594, 1.0562, 0.7811], [3.0073, -0.3867, 1.7162], [3.5759, 0.0579, 2.0559], [0.7606, -1.5565, -0.3398], [1.8300, 1.1462, -3.8437], [3.3402, 0.9701, -3.4859], [2.4463, 0.5190, -3.4763]], "orbital_gap_ev": 6.4, "e_above_lowest_kj_mol": 739.2, "energy_ev": -9373.923, "total_charge": 1}

{"formula": "C4H13N2O", "method": "ωB97M-V with the def2-TZVPD basis set", "elements": ["C", "C", "C", "C", "N", "N", "H", "H", "H", "H", "H", "H", "H", "H", "H", "H", "H", "H", "H", "O"], "positions_angstrom": [[1.7770, -1.5752, -0.7972], [1.4334, -0.1335, -0.5090], [-0.0173, 0.1222, -0.2918], [-0.7405, 0.7369, -1.2498], [-2.0671, 0.6887, -1.5364], [-0.6402, -0.5951, 0.9189], [1.6968, -1.7197, -1.9643], [1.0399, -2.1757, -0.4029], [2.7607, -1.9435, -0.5738], [1.9982, 0.1204, 0.4435], [1.7267, 0.6741, -1.1802], [-0.2029, 1.4131, -1.8843], [-2.6082, 0.0419, -0.9795], [-2.6027, 0.9719, -2.2937], [-0.3271, -1.6320, 0.9212], [-0.4376, 0.1127, 1.7337], [-1.6444, -0.6767, 0.9853], [-0.9077, 2.3652, 2.7402], [0.3644, 1.7260, 3.0440], [-0.6013, 1.4781, 2.8759]], "orbital_gap_ev": 9.1, "e_above_lowest_kj_mol": 269.3, "energy_ev": -9378.793, "total_charge": 1}

{"formula": "C4H13N2O", "method": "ωB97M-V with the def2-TZVPD basis set", "elements": ["C", "C", "C", "C", "N", "N", "H", "H", "H", "H", "H", "H", "H", "H", "H", "H", "H", "H", "H", "O"], "positions_angstrom": [[0.3756, -0.4340, -1.2055], [-1.0722, -0.4079, -0.6815], [-1.4753, 0.9563, -0.0567], [-0.7129, 2.0378, 0.1744], [-2.7865, 0.8581, 0.4408], [1.3337, -0.0400, -0.1076], [0.3742, 0.4791, -1.8548], [0.7735, -1.3693, -1.5744], [-1.6323, -0.6057, -1.5925], [-1.3476, -1.1347, 0.0830], [-0.0373, 2.2989, -0.6397], [-0.6811, 2.5508, 1.1420], [4.0656, -2.0448, 1.2136], [-3.3851, 0.1649, 0.0129], [-3.2240, 1.7671, 0.3780], [2.1442, 0.4146, -0.5436], [1.6235, -0.8643, 0.4293], [0.8287, 0.6207, 0.5157], [2.8390, -2.5677, 1.9447], [3.1298, -2.2575, 1.0772]], "orbital_gap_ev": 9.0, "e_above_lowest_kj_mol": 239.1, "energy_ev": -9379.106, "total_charge": 1}

{"formula": "C4H13N2O", "method": "ωB97M-V with the def2-TZVPD basis set", "elements": ["C", "C", "C", "C", "N", "N", "O", "H", "H", "H", "H", "H", "H", "H", "H", "H", "H", "H", "H", "H"], "positions_angstrom": [[1.6666, -0.9203, -1.5047], [-1.4446, 0.8450, -0.3690], [-0.7131, -0.4153, 0.0208], [1.2370, -0.2130, -0.2698], [-0.7878, -0.4349, 1.4774], [-1.0411, 1.8496, 0.5611], [1.8099, -0.6794, 0.8887], [2.7056, -0.4964, -1.7714], [1.1095, -0.7492, -2.4244], [1.4842, -1.9757, -1.3599], [-2.5579, 0.8115, -0.2874], [-1.3746, 1.1723, -1.3719], [-1.0116, -1.3676, -0.4493], [1.3301, 0.8276, -0.2009], [0.2083, -0.7521, 1.7127], [-1.4814, -1.3045, 1.6201], [-0.9395, 0.4474, 1.8592], [-1.8325, 2.3562, 0.8207], [-0.5528, 2.6536, 0.0776], [2.1855, -1.6549, 0.9703]], "orbital_gap_ev": 10.6, "e_above_lowest_kj_mol": 361.2, "energy_ev": -9377.840, "total_charge": 1}

{"formula": "C4H13N2O", "method": "ωB97M-V with the def2-TZVPD basis set", "elements": ["C", "C", "O", "N", "H", "H", "H", "H", "H", "C", "C", "N", "H", "H", "H", "H", "H", "H", "H", "H"], "positions_angstrom": [[-2.5994, 2.1003, -0.7272], [-1.3091, 1.4471, -0.2954], [-1.0879, 0.2421, -0.5371], [-0.3603, 2.1819, 0.2582], [-3.1540, 1.4810, -1.4632], [-2.4421, 2.9168, -1.3861], [0.5418, 1.7865, 0.4846], [-0.3202, 3.1551, 0.5296], [-3.3582, 2.1919, 0.0537], [1.3522, -1.5063, 0.9510], [2.3535, -1.2689, -0.2123], [0.0660, -1.9499, 0.3234], [1.8582, -2.3694, 1.4182], [1.2368, -0.6780, 1.6381], [3.3527, -1.5946, 0.0941], [2.3590, -0.2255, -0.4376], [-0.2871, -1.0351, -0.1629], [0.1793, -2.6665, -0.3872], [-0.6043, -2.3551, 0.9781], [2.2230, -1.8535, -1.1199]], "orbital_gap_ev": 11.5, "e_above_lowest_kj_mol": 92.2, "energy_ev": -9380.629, "total_charge": 1}

{"formula": "C4H13N2O", "method": "ωB97M-V with the def2-TZVPD basis set", "elements": ["C", "C", "C", "C", "N", "N", "H", "H", "H", "H", "H", "H", "H", "H", "H", "H", "H", "H", "H", "O"], "positions_angstrom": [[-0.1290, -0.7148, 1.6273], [-0.5692, 0.6532, 1.1907], [-1.7439, 0.5535, 0.2160], [-1.5584, 0.4782, -1.0974], [-0.3108, 0.5786, -1.7310], [0.3682, -1.4912, 0.4263], [0.6974, -0.6423, 2.3340], [-0.8345, -1.3564, 2.1507], [0.2788, 1.1972, 0.8050], [-0.9684, 1.1648, 2.0613], [-2.6745, 0.2595, 0.6812], [-2.3510, 0.2991, -1.8094], [-0.3345, 0.5792, -2.7349], [0.3039, 1.2747, -1.3303], [0.8166, -0.8573, -0.2415], [-0.4320, -1.8996, -0.0538], [1.0472, -2.2230, 0.6297], [3.4509, -0.4610, -0.4946], [3.1327, 1.0321, -0.6490], [2.7340, 0.1799, -0.4382]], "orbital_gap_ev": 9.1, "e_above_lowest_kj_mol": 138.0, "energy_ev": -9380.154, "total_charge": 1}

{"formula": "C4H13N2O", "method": "ωB97M-V with the def2-TZVPD basis set", "elements": ["C", "C", "C", "C", "N", "N", "H", "H", "H", "H", "H", "H", "H", "H", "H", "H", "H", "H", "H", "O"], "positions_angstrom": [[-1.9793, -2.2280, -0.2032], [-0.6566, -1.5661, 0.3348], [-0.2565, -0.4428, -0.5020], [0.9558, -0.0417, -0.8804], [1.1795, 1.0749, -1.6708], [-1.1544, 0.7829, -0.6326], [-1.8563, -2.3808, -1.2444], [-2.8593, -1.5960, -0.0538], [-2.5621, -3.0378, 0.3395], [-0.9213, -1.4098, 1.3899], [0.0881, -2.2688, 0.4634], [1.7374, -0.4882, -0.3188], [2.1609, 1.3390, -1.6399], [0.7744, 0.9748, -2.6151], [-0.7697, 1.7088, -0.5683], [-1.2620, 0.7529, -1.6766], [-2.0870, 0.6457, -0.0727], [2.7614, 1.5345, 3.0094], [1.4792, 1.7569, 3.7618], [1.8450, 1.8920, 2.8567]], "orbital_gap_ev": [8.0, 4.5], "e_above_lowest_kj_mol": 385.8, "multiplicity": 2, "energy_ev": -9365.003, "total_charge": 2}

{"formula": "C4H13N2O", "method": "ωB97M-V with the def2-TZVPD basis set", "elements": ["N", "C", "C", "C", "O", "C", "N", "H", "H", "H", "H", "H", "H", "H", "H", "H", "H", "H", "H", "H"], "positions_angstrom": [[0.9009, -1.7870, 0.4158], [0.1017, -0.5027, 0.5206], [-0.6982, -0.2119, -0.6661], [-1.6384, 1.0053, -0.4509], [-2.8003, 0.8427, -1.2804], [1.3603, 0.6735, 0.3909], [2.5913, 0.0535, 1.0713], [1.5644, -1.9676, 1.1676], [0.2409, -2.6285, 0.2441], [1.4259, -1.6972, -0.4856], [-0.3762, -0.6455, 1.4576], [-0.0630, 0.2125, -1.6158], [-1.3102, -1.0847, -0.9011], [-2.0367, 1.1016, 0.4858], [-1.2710, 2.0168, -0.9283], [-3.3173, 1.6860, -1.1522], [0.9361, 1.5552, 0.8619], [1.4827, 0.3860, -0.7117], [2.4791, 0.4745, 2.0456], [3.4497, 0.1983, 0.5983]], "orbital_gap_ev": [10.3, 3.7], "e_above_lowest_kj_mol": 502.3, "multiplicity": 2, "energy_ev": -9363.795, "total_charge": 2}

{"formula": "C4H13N2O", "method": "ωB97M-V with the def2-TZVPD basis set", "elements": ["C", "O", "C", "H", "H", "H", "H", "H", "H", "C", "C", "N", "N", "H", "H", "H", "H", "H", "H", "H"], "positions_angstrom": [[1.0094, -0.7012, -2.0337], [1.1099, -0.2793, -0.6239], [0.5090, 0.3874, -2.9582], [1.9954, -1.0295, -2.3490], [0.3392, -1.5555, -1.9924], [1.6739, 0.5079, -0.5935], [1.1195, 1.2832, -2.8248], [0.6457, 0.0637, -3.9871], [-0.5427, 0.6483, -2.8239], [-0.5198, -0.5000, 1.8952], [-1.3062, 0.5780, 1.4104], [-1.3161, 0.8061, -0.0232], [0.2228, -0.4412, 2.9532], [-0.4310, -1.4355, 1.3423], [-1.9251, 1.2416, 2.0023], [-0.3793, 0.5148, -0.4536], [-2.0635, 0.2839, -0.5046], [-1.4834, 1.7968, -0.2512], [0.3758, 0.4595, 3.4097], [1.0568, -1.0311, 2.9605]], "orbital_gap_ev": [9.5, 7.1], "e_above_lowest_kj_mol": 218.9, "multiplicity": 2, "energy_ev": -9366.733, "total_charge": 2}